[1]
The following is a DFT calculation (ωB97M-V/def2-TZVPD) of C33H35GeN2O2P2S5W as an isolated structure.

Calculated values
Net charge: +1
Relative energy (zero: lowest compared OMol25 entry of this formula, charge and spin), eV: 0.772

Positions of all 81 atoms, in Å:
W  -0.60  1.33  0.26
C  -3.31  -0.07  2.28
P  -1.53  -0.29  1.98
C  -1.42  -2.08  1.81
C  -0.76  0.14  3.56
C  -0.28  -0.79  4.49
C  0.25  -0.34  5.69
C  0.29  1.02  5.97
C  -0.19  1.94  5.05
C  -0.70  1.51  3.84
P  -1.35  2.62  2.55
C  -2.96  3.16  3.21
C  -0.39  4.14  2.69
H  -3.48  -0.06  3.36
H  -3.86  -0.90  1.84
H  -3.68  0.84  1.83
H  -1.98  -2.54  2.63
H  -0.39  -2.43  1.82
H  -1.88  -2.37  0.87
H  -0.31  -1.85  4.27
H  0.64  -1.06  6.40
H  0.71  1.36  6.91
H  -0.14  3.00  5.29
H  -3.73  2.41  3.13
H  -3.29  4.05  2.67
H  -2.78  3.39  4.26
H  -0.62  4.79  1.85
H  0.68  3.93  2.70
H  -0.68  4.65  3.61
N  2.17  2.86  0.67
N  1.78  4.02  -0.01
C  0.51  4.19  -0.46
O  0.15  5.13  -1.13
O  -0.37  3.25  -0.06
H  2.66  3.09  1.53
H  2.76  2.26  0.09
H  2.46  4.62  -0.45
S  5.73  -1.79  -2.06
C  4.34  -1.11  -1.58
S  3.42  -0.01  -2.57
C  2.14  0.28  -1.43
C  2.23  -0.37  -0.26
S  1.04  -0.19  0.95
S  3.61  -1.41  -0.03
S  0.81  1.30  -1.78
C  -1.72  0.34  -0.88
Ge  -3.10  1.56  -1.75
C  -2.63  2.15  -3.51
C  -3.39  3.18  -4.05
C  -3.16  3.64  -5.34
C  -2.15  3.06  -6.10
C  -1.39  2.03  -5.58
C  -1.62  1.58  -4.29
C  -3.55  3.12  -0.67
C  -4.69  3.04  0.13
C  -5.26  4.17  0.70
C  -4.68  5.42  0.48
C  -3.54  5.52  -0.31
C  -2.99  4.39  -0.89
C  -4.73  0.51  -1.79
C  -5.71  0.81  -2.74
C  -6.90  0.10  -2.78
C  -7.12  -0.93  -1.88
C  -6.15  -1.26  -0.95
C  -4.96  -0.54  -0.92
H  -1.67  -0.60  -1.42
H  -4.17  3.66  -3.47
H  -3.76  4.44  -5.75
H  -1.97  3.42  -7.11
H  -0.60  1.58  -6.17
H  -1.02  0.77  -3.91
H  -5.19  2.09  0.27
H  -6.17  4.09  1.29
H  -5.13  6.30  0.91
H  -3.09  6.48  -0.49
H  -2.12  4.50  -1.52
H  -5.55  1.61  -3.46
H  -7.65  0.35  -3.51
H  -8.05  -1.49  -1.92
H  -6.31  -2.08  -0.26
H  -4.20  -0.84  -0.21

Atom charges from the Mulliken analysis, given in e for atoms 1 to 6: 0.0465 -0.6911 1.0561 -1.5653 0.4579 -1.1603

---

[2]
The following is a DFT calculation (ωB97M-V/def2-TZVPD) of C33H35GeN3OPRuS2Se2 as an isolated structure.

Calculated values
Multiplicity: 2
Relative energy (zero: lowest compared OMol25 entry of this formula, charge and spin), eV: 1.580

Positions of all 79 atoms, in Å:
Ru  0.14  -0.25  0.42
Se  1.64  1.70  1.81
P  -0.23  1.39  2.82
Se  -1.86  1.00  1.45
C  -0.08  0.05  4.05
C  0.99  0.05  4.93
C  1.13  -0.96  5.87
C  0.18  -1.97  5.93
C  -0.89  -1.98  5.06
C  -1.02  -0.97  4.11
C  -0.65  2.83  3.86
C  -1.80  2.75  4.66
C  -2.17  3.82  5.45
C  -1.40  4.97  5.46
C  -0.27  5.06  4.67
C  0.11  3.99  3.88
H  1.74  0.84  4.87
H  1.97  -0.95  6.55
H  0.29  -2.76  6.67
H  -1.63  -2.77  5.10
H  -1.85  -0.97  3.41
H  -2.40  1.85  4.65
H  -3.06  3.75  6.07
H  -1.69  5.81  6.09
H  0.33  5.96  4.68
H  0.99  4.04  3.25
N  3.97  -2.22  -0.20
C  3.66  -2.95  0.93
C  4.36  -3.93  1.63
C  3.76  -4.42  2.77
C  2.50  -3.96  3.20
C  1.80  -3.01  2.50
C  2.40  -2.51  1.34
N  1.95  -1.54  0.46
C  2.91  -1.38  -0.42
C  2.83  -0.30  -1.40
C  3.72  0.07  -2.37
S  3.19  1.54  -3.08
C  1.83  1.54  -2.04
N  1.75  0.53  -1.23
H  4.83  -2.23  -0.72
H  5.34  -4.27  1.32
H  4.27  -5.18  3.36
H  2.08  -4.37  4.11
H  0.85  -2.62  2.83
H  4.62  -0.41  -2.68
H  1.10  2.34  -2.05
C  -3.75  -1.72  -1.00
Ge  -2.00  -2.60  -0.92
C  -1.11  -2.72  -2.67
C  -2.37  -4.47  -0.42
C  -0.81  -1.84  0.42
H  -4.34  -2.06  -1.85
H  -3.63  -0.64  -1.05
H  -4.30  -1.96  -0.09
H  -1.84  -2.85  -3.47
H  -0.45  -3.58  -2.68
H  -0.52  -1.83  -2.87
H  -2.93  -4.99  -1.19
H  -2.95  -4.51  0.50
H  -1.44  -5.01  -0.25
H  -0.69  -2.51  1.28
C  -3.14  0.90  -3.79
S  -1.42  0.99  -3.27
O  -1.38  0.41  -1.90
C  -1.30  2.76  -3.05
C  -1.32  3.25  -1.75
C  -1.15  4.62  -1.56
C  -0.97  5.46  -2.65
C  -0.93  4.95  -3.94
C  -1.09  3.59  -4.14
H  -3.76  1.43  -3.07
H  -3.40  -0.15  -3.81
H  -3.24  1.33  -4.79
H  -1.42  2.57  -0.91
H  -1.15  5.01  -0.55
H  -0.83  6.52  -2.49
H  -0.78  5.61  -4.78
H  -1.04  3.17  -5.14

Atom charges from the Mulliken analysis, given in e for atoms 1 to 6: 1.0780 -0.6133 0.6220 -0.5168 0.6667 -0.6759

---

[3]
The following is a DFT calculation (ωB97M-V/def2-TZVPD) of C33H35MnN12O12P3 as an isolated structure.

Calculated values
Multiplicity: 5
Net charge: +1
Energy, Eh: -5013.48795

Positions of all 96 atoms, in Å:
Mn  0.65  -0.52  -0.40
C  0.16  -2.78  4.57
N  0.54  -1.87  3.49
C  0.71  -2.15  2.21
N  0.87  -1.02  1.54
C  0.80  -0.05  2.50
N  0.59  -0.53  3.70
C  -1.35  -2.87  4.68
C  -1.97  -2.73  5.92
C  -3.36  -2.78  6.01
C  -4.13  -2.96  4.87
C  -3.51  -3.10  3.64
C  -2.12  -3.07  3.55
C  -4.32  -3.29  2.43
N  -5.60  -3.24  2.34
N  -5.90  -3.50  1.01
C  -4.78  -3.68  0.41
O  -3.72  -3.56  1.25
C  -4.57  -4.01  -1.01
C  -5.66  -4.38  -1.78
C  -5.47  -4.70  -3.11
C  -4.20  -4.64  -3.67
C  -3.11  -4.27  -2.90
C  -1.75  -4.19  -3.58
N  -0.70  -3.72  -2.69
C  -0.28  -2.47  -2.54
N  0.53  -2.41  -1.50
C  0.58  -3.70  -1.05
N  -0.16  -4.52  -1.74
C  -3.29  -3.95  -1.56
H  0.59  -2.39  5.49
H  0.60  -3.76  4.37
H  0.71  -3.14  1.79
H  0.94  0.99  2.29
H  -1.37  -2.59  6.81
H  -3.84  -2.69  6.98
H  -5.21  -2.99  4.92
H  -1.67  -3.17  2.57
H  -6.64  -4.43  -1.32
H  -6.31  -5.00  -3.72
H  -4.06  -4.89  -4.72
H  -1.80  -3.50  -4.42
H  -1.46  -5.18  -3.94
H  -0.55  -1.65  -3.18
H  1.20  -4.02  -0.24
H  -2.46  -3.64  -0.94
O  -3.90  -0.68  -0.11
P  -2.52  -0.44  -0.90
O  -2.55  -1.03  -2.24
O  -1.42  -0.80  0.10
O  -2.54  1.19  -0.98
P  -1.52  2.02  -1.97
O  -1.65  3.42  -1.13
O  0.24  0.31  -1.94
O  -0.06  1.56  -1.26
H  -4.58  -0.94  -0.74
H  -1.57  4.18  -1.71
C  -4.17  3.28  3.83
N  -2.98  2.59  4.52
C  -3.43  1.19  4.94
N  -3.94  0.46  3.84
C  -5.06  1.17  3.22
N  -4.66  2.50  2.76
C  -3.74  2.43  1.62
P  -2.13  1.55  1.99
C  -1.80  2.50  3.58
C  -2.92  0.10  2.85
H  -3.81  4.25  3.48
H  -4.93  3.42  4.60
H  -2.72  3.12  5.35
H  -4.20  1.33  5.70
H  -2.57  0.68  5.38
H  -5.87  1.28  3.96
H  -5.43  0.60  2.38
H  -3.52  3.43  1.24
H  -4.24  1.89  0.81
H  -1.49  3.51  3.33
H  -0.99  2.01  4.12
H  -2.13  -0.48  3.35
H  -3.37  -0.54  2.10
O  2.94  -1.31  -0.43
C  3.22  -0.10  -0.38
O  2.31  0.77  -0.11
C  4.60  0.37  -0.66
C  4.78  1.61  -1.28
C  6.05  2.05  -1.60
C  7.13  1.25  -1.27
C  6.98  0.02  -0.65
C  5.70  -0.42  -0.36
N  8.50  1.71  -1.59
O  9.42  0.97  -1.32
O  8.61  2.80  -2.11
H  3.91  2.21  -1.52
H  6.23  2.99  -2.09
H  7.85  -0.57  -0.42
H  5.54  -1.39  0.11

Atom charges from the Mulliken analysis, given in e for atoms 1 to 6: 0.6489 -1.3001 0.7519 -0.4403 0.4243 -1.0164